(1)
Entry from OMol25: a molecular structure, C28H28F5N7OS2Sr (ωB97M-V/def2-TZVPD).

CARTESIAN COORDINATES (ANGSTROEM)
Sr 0.26460 -0.67571 -0.30411
C -2.04076 3.92288 0.60970
C -1.08575 2.90881 0.04607
N -0.51492 2.02741 0.77529
N -0.74811 2.07519 2.09756
C -0.33935 0.93979 2.93750
N -0.94860 1.24429 4.21631
S -0.90451 -0.66100 2.34152
C -0.68868 2.98556 -1.37948
C -0.53047 4.24355 -1.97044
C -0.10284 4.33318 -3.28046
C 0.14789 3.16138 -3.97653
C -0.03603 1.95875 -3.31649
N -0.43994 1.85565 -2.05048
H -2.89128 3.41887 1.07889
H -2.43706 4.57886 -0.15954
H -1.55666 4.52246 1.38625
H -1.67019 2.37739 2.39688
H -0.39704 1.88085 4.77859
H -1.13046 0.39012 4.72329
H -0.71586 5.13754 -1.39228
H 0.03488 5.29933 -3.74852
H 0.47295 3.17055 -5.00779
H 0.15082 1.02562 -3.82985
C 3.33294 2.55464 -1.73013
C 2.89273 1.11645 -1.78792
O 2.07210 0.65389 -1.00326
N 3.43592 0.36137 -2.76112
C 3.16249 -1.06601 -2.88392
C 1.96178 -1.38590 -3.74005
C 2.13582 -1.89132 -5.02228
C 1.02469 -2.22651 -5.77871
C -0.22840 -2.04420 -5.22262
C -0.30900 -1.52636 -3.93929
N 0.75254 -1.19711 -3.20513
H 2.68531 3.08360 -1.03591
H 3.27937 3.02212 -2.71367
H 4.36150 2.61374 -1.37331
H 4.09011 0.78670 -3.39489
H 2.99268 -1.48348 -1.89133
H 4.04617 -1.54198 -3.30597
H 3.13500 -2.03759 -5.41159
H 1.13838 -2.63255 -6.77530
H -1.13045 -2.30285 -5.75925
H -1.27635 -1.37646 -3.47387
C -2.96766 -0.41778 -0.94541
C -2.75741 -1.87797 -1.23572
C -3.83877 -2.68796 -1.64240
C -3.59742 -3.99326 -1.95210
C -2.29470 -4.52524 -1.84270
C -2.02102 -5.86777 -2.17310
C -0.74223 -6.33402 -2.04545
C 0.27864 -5.49698 -1.57622
C 0.07023 -4.17114 -1.22484
S 1.41976 -3.26553 -0.60514
C -1.26315 -3.65954 -1.38547
N -1.53557 -2.35151 -1.11531
H -3.99254 -0.11905 -1.15976
H -2.30205 0.20414 -1.55047
H -2.76339 -0.21115 0.11100
H -4.83024 -2.26219 -1.71501
H -4.39857 -4.64405 -2.28357
H -2.82795 -6.50241 -2.51795
H -0.50688 -7.36184 -2.29291
H 1.27880 -5.89410 -1.46616
F 1.80824 0.65634 1.85262
C 1.21580 1.00581 3.02907
F 1.61573 2.28720 3.28118
C 1.91516 0.16579 4.13305
F 1.66607 0.68504 5.34809
F 3.23914 0.23060 3.94320
F 1.56987 -1.10932 4.14770

The calculation puts the LUMO energy at 0.149 eV. Its relative energy (zero: lowest compared OMol25 entry of this formula, charge and spin) is 0.0 kcal per mole. Its orbital gap is 6.609 eV. Its max |F| is 0.92 eV/Å. The calculation puts the highest occupied orbital energy at -6.46 eV. The value obtained for the total energy is -78067.5446 eV. As for the total charge: 0.

(2)
Entry from OMol25: 2 unconnected molecules or ions with the total composition C9H22 (ωB97M-V/def2-TZVPD).

CARTESIAN COORDINATES (ANGSTROEM)
C 2.53801 -0.75693 -0.95350
C 0.18560 -1.73996 2.00489
C 2.01491 -0.85573 0.47912
C 0.70870 -1.64115 0.57227
H 3.48065 -0.18532 -0.98968
H 1.79518 -0.25127 -1.59312
H 2.72265 -1.76596 -1.35894
H 0.00096 -0.73093 2.41032
H 0.92843 -2.24561 2.64451
H -0.75704 -2.31156 2.04106
H 2.77412 -1.34966 1.11558
H 1.84857 0.16189 0.88188
H -0.05051 -1.14723 -0.06420
H 0.87504 -2.65878 0.16951
C 1.73821 3.91171 -1.64443
C -2.08701 2.17038 1.21010
C 1.17478 3.77606 -0.22999
C -0.74501 2.90213 1.20263
C -0.16671 3.04693 -0.20327
H 1.88857 2.91346 -2.08884
H 1.03498 4.47697 -2.27891
H 2.70571 4.44126 -1.63338
H -2.82150 2.72141 0.59895
H -1.96790 1.15790 0.78903
H -2.48034 2.08044 2.23666
H 1.89547 3.22214 0.40185
H 1.04364 4.78242 0.21217
H -0.02095 2.34975 1.83196
H -0.87277 3.91002 1.64227
H -0.88909 3.60008 -0.83386
H -0.03726 2.03980 -0.64417

The calculation puts the LUMO energy at 1.162 eV. Its relative energy (zero: lowest compared OMol25 entry of this formula, charge and spin) is 3.6 kcal per mole. Its orbital gap is 12.300 eV. Its max |F| is 0.43 eV/Å. The SMILES is CCCCC.CCCC. The calculation puts the highest occupied orbital energy at -11.14 eV. The value obtained for the total energy is -9690.1538 eV. As for the total charge: 0.

(3)
Entry from OMol25: a molecular structure, C8H10BaF2O6V in a non-equilibrium geometry (ωB97M-V/def2-TZVPD).

CARTESIAN COORDINATES (ANGSTROEM)
Ba -1.24682 2.60674 0.31294
V 2.10436 1.19748 -2.23759
F 1.35998 1.21533 -4.12234
F 0.17242 0.95449 -1.48448
C 3.73805 -0.28856 1.32861
C 2.75436 0.62552 0.84618
C 1.72356 1.13149 1.93333
O 0.77627 1.85660 1.57261
C 1.90384 0.72281 3.30561
C 2.86302 -0.20937 3.68305
C 3.77230 -0.76235 2.63769
O 4.44819 -1.77199 2.86685
O 3.05012 -0.43893 4.88714
O 2.76385 1.03915 -0.33998
H 4.37575 -0.66424 0.53997
H 1.33065 1.27993 4.03399
C -3.65411 -0.64483 0.46489
O -2.46161 -0.01604 0.00408
H -3.99770 -1.35173 -0.29443
H -3.48754 -1.14821 1.41323
H -4.46606 0.08905 0.47611
H -2.22459 -0.31705 -0.90312
C -2.87694 -1.00633 -3.66191
O -1.93565 -0.75460 -2.62235
H -3.52258 -1.81424 -3.32132
H -3.46953 -0.11439 -3.86600
H -2.46246 -1.38146 -4.59856
H -1.33110 -0.03428 -2.85421

The calculation puts the LUMO energy (spin up / spin down) at -4.516 / -5.989 eV. Its relative energy (zero: lowest compared OMol25 entry of this formula, charge and spin) is 18.6 kcal per mole. Its orbital gap (spin up / spin down) is 7.317 / 5.804 eV. The expectation value of S² is 6.11. Its max |F| is 3.58 eV/Å. The calculation puts the highest occupied orbital energy (spin up / spin down) at -11.83 / -11.79 eV. Its spin multiplicity is 5. The value obtained for the total energy is -52553.0373 eV. As for the total charge: +1.

(4)
Entry from OMol25: a molecular structure, C37H27CaCl2N9O12Se (ωB97M-V/def2-TZVPD).

CARTESIAN COORDINATES (ANGSTROEM)
Ca -0.45354 0.98150 1.85683
C -2.55223 4.95671 1.59458
O -2.38164 5.45482 2.91536
C -1.28228 5.06809 3.64015
C -0.89425 5.93033 4.64473
C 0.19206 5.64501 5.46855
C 0.90533 4.48581 5.23792
C 0.54873 3.58893 4.22254
C 1.44094 2.42664 4.08067
N 1.39300 1.56956 3.13812
N 2.29036 0.50022 3.17450
C 2.15213 -0.27403 2.11120
O 1.42566 -0.11556 1.08326
C 3.01142 -1.50757 2.17007
C 3.42197 -2.07976 0.96859
C 4.20135 -3.22599 0.96039
C 4.57343 -3.81923 2.15964
C 4.15978 -3.25693 3.35968
C 3.38366 -2.10746 3.36727
C -0.60822 3.83389 3.40969
O -1.03946 3.01597 2.51363
H -3.21546 5.67132 1.10455
H -3.00805 3.96724 1.60068
H -1.60619 4.89601 1.05441
H -1.46897 6.84189 4.76644
H 0.47727 6.32540 6.26120
H 1.77325 4.25059 5.84501
H 2.22811 2.31932 4.83399
H 3.09592 -1.61267 0.04863
H 4.51217 -3.66461 0.01743
H 5.17691 -4.71995 2.15833
H 4.43957 -3.72191 4.29827
H 3.04554 -1.66047 4.29198
N 0.29053 1.90696 -7.24949
C 0.20198 1.64061 -6.13454
C 0.09680 1.27770 -4.74588
C 1.09665 1.64286 -3.85245
C 0.96310 1.23211 -2.53367
N -0.05471 0.50628 -2.09525
C -1.00961 0.17857 -2.95394
C -0.99119 0.54045 -4.29214
H 1.94222 2.23584 -4.16972
H 1.71392 1.48978 -1.79429
H -1.82418 -0.41776 -2.55522
H -1.79116 0.25407 -4.96022
O -7.29758 3.35445 -2.75800
N -6.85106 2.65904 -1.85567
O -7.54851 1.94994 -1.14433
C -5.43107 2.66781 -1.62120
C -4.88960 1.87367 -0.60726
C -3.53594 1.88791 -0.44428
C -2.57267 2.71700 -1.16212
O -1.40118 2.81322 -0.81929
C -3.25019 3.45520 -2.22412
C -4.60795 3.45110 -2.42302
N -2.47215 4.29216 -3.13447
O -3.04046 5.22352 -3.69034
O -1.29504 4.03508 -3.28097
N -2.99982 1.04484 0.60972
O -2.06924 0.29416 0.32258
O -3.47739 1.10761 1.72042
H -5.51785 1.25496 0.01650
H -5.03264 4.05384 -3.21016
C 2.80575 -2.66249 -3.13699
N 2.33292 -3.85982 -2.48918
C 1.29561 -3.90089 -1.57900
Se 0.35895 -2.53452 -0.90904
N 1.19352 -5.22446 -1.21990
C 2.13754 -5.99756 -1.85547
C 2.43201 -7.34612 -1.81772
C 3.47482 -7.79908 -2.62384
C 4.19122 -6.92992 -3.43750
C 3.89529 -5.56859 -3.47699
C 2.86263 -5.11927 -2.67569
H 2.27154 -1.82107 -2.69606
H 2.60377 -2.69899 -4.20979
H 3.87789 -2.54484 -2.97021
H 0.53993 -5.50254 -0.50884
H 1.87653 -8.02652 -1.18607
H 3.73101 -8.85072 -2.61350
H 4.99348 -7.31635 -4.05276
H 4.45311 -4.88804 -4.10612
Cl -3.33588 -2.96843 4.57146
C -3.14106 -1.71398 3.30152
Cl -4.06675 -2.19322 1.85578
C -1.63122 -1.50657 3.00121
O -1.05121 -2.36686 2.35203
O -1.17788 -0.42822 3.47875
H -3.60580 -0.81697 3.68841

The calculation puts the LUMO energy at 3.479 eV. Its relative energy (zero: lowest compared OMol25 entry of this formula, charge and spin) is 58.1 kcal per mole. Its orbital gap is 5.908 eV. Its max |F| is 0.71 eV/Å. The calculation puts the highest occupied orbital energy at -2.43 eV. The value obtained for the total energy is -185616.7277 eV. As for the total charge: -2.

(5)
Entry from OMol25: a gas-phase ion, C4H6NO (charge +1) in a non-equilibrium geometry (ωB97M-V/def2-TZVPD).

CARTESIAN COORDINATES (ANGSTROEM)
C 0.01062 -1.45390 -0.16934
C -1.91291 0.55978 0.68859
C -0.88281 -0.34206 -0.09955
C 1.81884 0.42741 -0.38631
N 0.59675 -0.27583 -0.23090
O -1.82452 0.28414 -0.74465
H 0.18076 -2.45554 0.07330
H -2.47283 -0.15164 1.22513
H -1.84367 1.62300 0.87664
H 1.80232 1.22499 0.26573
H 1.97463 0.80863 -1.38105
H 2.55281 -0.24898 -0.11759

The calculation puts the LUMO energy (spin up / spin down) at -3.080 / -8.936 eV. Its relative energy (zero: lowest compared OMol25 entry of this formula, charge and spin) is 85.2 kcal per mole. Its orbital gap (spin up / spin down) is 9.361 / 7.563 eV. The expectation value of S² is 2.01. Its max |F| is 5.47 eV/Å. The calculation puts the highest occupied orbital energy (spin up / spin down) at -12.44 / -16.50 eV. Its spin multiplicity is 3. The value obtained for the total energy is -7767.4768 eV. As for the total charge: +1.

(6)
Entry from OMol25: a molecular structure, C16H14I2N5O3Re in a non-equilibrium geometry (ωB97M-V/def2-TZVPD).

CARTESIAN COORDINATES (ANGSTROEM)
Re 0.03959 0.12079 -0.09965
O -1.11476 -1.80823 6.36488
C -0.36691 -0.64694 6.15347
C -0.26873 -0.42464 4.67522
C 0.42730 0.66998 4.15308
C 0.51416 0.83693 2.79229
N -0.06864 -0.03254 1.94157
C -0.75481 -1.10298 2.42936
C -0.86587 -1.31758 3.78574
C -1.29753 -1.97511 1.38105
C -2.06513 -3.09653 1.58515
C -2.49564 -3.86198 0.49730
C -3.36893 -5.05752 0.75686
O -4.23577 -4.67104 1.79312
C -2.11208 -3.46705 -0.78418
C -1.36128 -2.32789 -0.95105
N -0.97212 -1.58226 0.10835
H -1.20896 -1.97815 7.31051
H 0.65463 -0.71688 6.55353
H -0.82479 0.24512 6.60350
H 0.90824 1.38945 4.80321
H 1.05437 1.67010 2.35640
H -1.39602 -2.17160 4.18252
H -2.35852 -3.38905 2.58386
H -2.71048 -5.88598 1.05970
H -3.88213 -5.36463 -0.15824
H -4.89988 -5.35627 1.94236
H -2.40832 -4.03311 -1.65729
H -1.06546 -1.97986 -1.93318
I 0.29811 1.15322 -2.64655
C -1.43478 2.33890 -2.27730
I -2.09908 1.83070 -0.31604
H -2.21356 2.06960 -2.98573
H -1.17247 3.39282 -2.31833
O 1.75577 -0.52100 -0.14439
N 2.22556 -1.61024 0.60591
C 3.51529 -1.65977 0.46920
C 4.24537 -0.69586 -0.30350
N 4.76972 0.13086 -0.89964
C 4.19472 -2.72559 1.13135
N 4.74002 -3.57975 1.66848

The calculation puts the LUMO energy (spin up / spin down) at -12.990 / -12.727 eV. Its orbital gap (spin up / spin down) is 5.319 / 5.566 eV. The expectation value of S² is 0.77. Its max |F| is 1.00 eV/Å. The calculation puts the highest occupied orbital energy (spin up / spin down) at -18.31 / -18.29 eV. Its spin multiplicity is 2. The value obtained for the total energy is -48710.1388 eV. As for the total charge: +3.

(7)
Entry from OMol25: C2H9NO2Si in the gas phase in a non-equilibrium geometry (ωB97M-V/def2-TZVPD).

CARTESIAN COORDINATES (ANGSTROEM)
C -2.96972 0.12911 -0.69775
C 3.03776 0.71637 0.11155
N 1.11575 -0.83447 0.01263
O -2.15358 0.33530 0.44257
O 1.83506 0.28411 -0.50936
Si -0.57997 -0.42089 0.69992
H -2.67234 -0.48321 -1.57521
H -3.34235 1.11017 -0.91338
H -3.95551 -0.31671 -0.42464
H 3.89277 0.22010 -0.41380
H 2.88659 0.39209 1.16224
H 2.95797 1.76486 -0.05515
H -0.55950 0.64090 1.71430
H -0.74984 -1.84642 0.99077
H 1.25693 -1.69131 -0.54469

The calculation puts the LUMO energy at 0.594 eV. Its relative energy (zero: lowest compared OMol25 entry of this formula, charge and spin) is 136.5 kcal per mole. Its orbital gap is 10.171 eV. Its max |F| is 3.55 eV/Å. The SMILES is CON[SiH2]OC. The calculation puts the highest occupied orbital energy at -9.58 eV. The value obtained for the total energy is -15679.7844 eV. As for the total charge: 0.

(8)
Entry from OMol25: a molecular structure, C36H40ClF5N8O2PPbS2 in a non-equilibrium geometry (ωB97M-V/def2-TZVPD).

CARTESIAN COORDINATES (ANGSTROEM)
Pb -0.16026 0.07499 -0.47273
Cl 0.39217 0.77794 2.35964
C -0.96144 1.64439 3.05226
C -0.74220 2.33368 4.22968
C -1.79952 3.00734 4.82289
C -3.06280 2.98714 4.24594
C -3.26972 2.30913 3.05700
C -2.21891 1.62004 2.44322
P -2.59742 0.73159 0.91423
C -3.37439 -0.82164 1.30843
C -3.50085 -1.24058 2.63477
C -4.11825 -2.45113 2.90344
C -4.59064 -3.24090 1.86127
C -4.45051 -2.82745 0.53822
C -3.82562 -1.62866 0.25614
C -3.72058 1.78176 -0.00404
C -3.27351 3.05697 -0.36907
C -4.14453 3.94125 -0.97779
C -5.45348 3.55063 -1.24673
C -5.89743 2.28559 -0.88636
C -5.03572 1.39026 -0.27106
H 0.24247 2.34171 4.67958
H -1.63200 3.55245 5.74360
H -3.88832 3.49924 4.72272
H -4.25423 2.29881 2.60459
H -3.14305 -0.62176 3.44770
H -4.23670 -2.77600 3.92937
H -5.06865 -4.18790 2.07948
H -4.82693 -3.44558 -0.26715
H -3.68513 -1.31641 -0.77434
H -2.25006 3.34631 -0.16715
H -3.81020 4.93523 -1.24753
H -6.13015 4.23727 -1.73985
H -6.92447 1.99759 -1.07104
H -5.39574 0.41682 0.03273
C 1.41082 -6.75859 -1.55285
C 1.02927 -5.79100 -0.49685
N 1.06666 -5.99844 0.78121
N 0.63321 -4.84087 1.32445
C 0.32145 -3.90416 0.42297
S -0.31946 -2.37843 0.86963
N 0.56751 -4.50810 -0.74558
N 0.47305 -3.91885 -2.00019
H 1.56755 -7.72916 -1.09025
H 2.33710 -6.45919 -2.04845
H 0.62777 -6.85724 -2.30762
H 0.55468 -4.74846 2.32416
H -0.38283 -3.38247 -2.05736
H 0.48382 -4.64281 -2.70395
C -0.10228 -1.87380 -6.95680
C -0.67681 -0.45930 -7.02089
C 0.35189 0.57591 -6.57139
C -1.99238 -0.32217 -6.23667
N -1.82216 -0.53537 -4.78652
C -1.53352 0.34534 -3.83485
N -1.35749 -0.31915 -2.70788
N -1.52706 -1.62939 -3.00614
N -1.80211 -1.76514 -4.24879
H 0.71602 -1.97031 -7.67044
H -0.85386 -2.62676 -7.20176
H 0.29571 -2.09581 -5.96331
H -0.95110 -0.24487 -8.05635
H 0.70435 0.37305 -5.55400
H -0.05141 1.59289 -6.61321
H 1.22437 0.54351 -7.22391
H -2.71548 -1.05883 -6.57751
H -2.40544 0.67564 -6.36594
H -1.51019 1.41876 -3.95686
F 2.66340 6.58347 -3.10860
C 2.01886 5.58516 -2.61441
C 2.57238 4.86494 -1.53250
F 3.73764 5.21752 -1.04883
C 1.88598 3.81462 -1.01387
F 2.38524 3.12066 -0.01408
C 0.60643 3.40118 -1.53435
O -0.04444 2.46418 -1.02077
C 0.10472 4.14925 -2.66168
F -1.04584 3.77543 -3.18113
C 0.77253 5.21671 -3.17068
F 0.28828 5.90277 -4.17581
C 5.31153 1.15848 -1.16066
C 4.38999 0.28655 -0.31049
S 3.39709 -0.79738 -1.37515
O 2.04015 -0.98524 -0.66856
C 4.23333 -2.37840 -1.12019
C 4.12252 -2.92141 0.29453
H 5.86393 1.84300 -0.51692
H 4.74731 1.74997 -1.88434
H 6.04179 0.56033 -1.70772
H 3.65595 0.87590 0.23753
H 4.95344 -0.31916 0.39531
H 5.26690 -2.19237 -1.42855
H 3.77562 -3.04975 -1.84665
H 4.61304 -2.28532 1.02936
H 4.61114 -3.89439 0.33715
H 3.07885 -3.04115 0.58767

The calculation puts the LUMO energy (spin up / spin down) at -10.086 / -10.954 eV. Its relative energy (zero: lowest compared OMol25 entry of this formula, charge and spin) is 111.3 kcal per mole. Its orbital gap (spin up / spin down) is 5.430 / 4.481 eV. Its max |F| is 1.20 eV/Å. The calculation puts the highest occupied orbital energy (spin up / spin down) at -15.52 / -15.43 eV. The value obtained for the total energy is -116286.5132 eV. As for the total charge: +3.